Record 1
Formula: C16H16LaN5O3S
Source: the Open Molecules 2025 dataset
Level of theory: wB97M-V/def2-TZVPD

CARTESIAN COORDINATES (ANGSTROEM)
La  -0.3282  -1.3589  -0.8926
N  3.7119  5.4097  1.6734
C  3.4256  4.0581  1.6021
C  2.3665  3.5596  2.3885
C  1.9553  2.2274  2.2218
C  2.4783  1.4701  1.1829
C  3.5317  1.9556  0.3664
C  4.0992  3.2113  0.6545
S  1.7469  -0.1001  1.0602
O  1.8960  -0.5161  -0.3625
O  2.3435  -0.9390  2.0280
N  0.0832  -0.1695  1.2384
C  -0.7640  0.9242  0.8579
N  -1.5254  0.6486  -0.2440
C  -2.3838  1.6221  -0.6339
C  -2.6047  2.7850  0.0792
C  -1.8555  2.9361  1.2615
N  -1.0028  1.9905  1.5787
H  3.6491  5.8194  2.6040
H  4.3914  5.7851  1.0744
H  1.9114  4.1863  3.1815
H  1.1991  1.8699  2.8595
H  3.9357  1.3227  -0.4281
H  4.9226  3.6111  0.0268
H  -2.9867  1.4371  -1.5737
H  -3.2230  3.5951  -0.3633
H  -1.9232  3.8091  1.8887
O  -1.2386  -2.8397  0.8479
C  -2.3126  -3.7044  0.2855
C  -1.9576  -4.0143  -1.1656
C  -2.8542  -4.7696  -1.9739
C  -2.6169  -4.9420  -3.3620
C  -1.4440  -4.5373  -3.9040
C  -0.6232  -3.7863  -3.1404
N  -0.8317  -3.5314  -1.7917
H  -1.6409  -2.5138  1.6615
H  -3.2240  -3.1378  0.2755
H  -2.3506  -4.6414  0.8861
H  -3.7002  -5.2718  -1.5267
H  -3.3908  -5.4727  -3.8748
H  -1.2134  -4.6033  -5.0028
H  0.3485  -3.3846  -3.5452

Relative energy (zero: lowest compared OMol25 entry of this formula, charge and spin)   56.8 kJ/mol
Gap between HOMO and LUMO   0.2232 Ha
E_LUMO   -6.9 eV
Total charge   +2

Mulliken atomic charge list, values in e, 6 entries:
1 La 1.58
2 N -0.48
3 C 0.96
4 C -0.80
5 C -0.64
6 C 0.09

***

Record 2
Formula: C5H11N3O3
Source: the Open Molecules 2025 dataset
Level of theory: wB97M-V/def2-TZVPD

CARTESIAN COORDINATES (ANGSTROEM)
C  1.9137  0.0782  0.6670
C  0.7858  0.2883  -0.4493
C  0.3879  1.7092  -0.7100
C  -0.7505  1.9038  0.2728
C  -1.4794  0.4689  0.0869
H  0.4999  -0.4924  1.9066
H  2.8187  1.0440  0.6058
H  2.5567  -0.7355  0.7722
H  1.0615  -0.0682  -1.6428
H  1.3941  2.4418  -0.5998
H  0.0014  1.8921  -1.8792
H  -1.5311  2.9144  0.1497
H  -0.1411  1.8973  1.3341
H  -2.1427  0.2168  -0.8550
H  -2.4313  0.3245  1.0285
H  -1.6091  -3.4388  -0.4885
N  -0.3906  -0.3570  -0.0563
N  -0.5670  -1.7035  -0.3323
N  0.2034  -2.4265  -0.8406
O  1.3258  0.0584  1.8878
O  -1.8102  -2.2977  0.0898
O  -0.0959  -3.7182  -0.9475

Relative energy (zero: lowest compared OMol25 entry of this formula, charge and spin)   1000.3 kJ/mol
Gap between HOMO and LUMO   0.3558 Ha
E_LUMO   0.5 eV

Mulliken atomic charge list, values in e, 6 entries:
1 C -0.67
2 C 0.27
3 C -0.63
4 C -0.46
5 C -0.71
6 H 0.35

***

Record 3
Formula: C14H15O4PYb
Source: the Open Molecules 2025 dataset
Level of theory: wB97M-V/def2-TZVPD

CARTESIAN COORDINATES (ANGSTROEM)
Yb  0.6980  -0.1890  -1.1760
O  0.5345  -3.1565  -0.4687
C  0.6009  -2.0419  -0.7556
C  0.7470  1.7006  -1.3920
O  0.7689  2.8490  -1.4899
C  -1.1514  -0.1946  -1.6325
O  -2.2761  -0.1942  -1.8868
C  2.5575  -0.1914  -0.7626
O  3.6778  -0.1891  -0.4901
C  1.8869  -1.5347  -5.9893
H  2.7974  -2.1046  -5.8396
H  1.0059  -2.1060  -6.2604
C  1.9402  -0.1732  -6.2208
H  1.1016  0.3418  -6.6763
H  2.8931  0.3433  -6.2557
C  0.1817  2.4047  2.4474
P  0.3257  1.0226  1.2485
C  1.8830  0.4511  2.0276
C  -1.1631  0.1895  1.8237
C  -2.4027  0.8526  1.8676
C  -3.5237  0.2129  2.4032
C  -3.4189  -1.0931  2.8911
C  -2.1957  -1.7644  2.8366
C  -1.0695  -1.1242  2.3054
H  0.0686  2.0294  3.4859
H  1.0899  3.0410  2.3873
H  -0.6844  3.0483  2.1967
H  2.7315  1.0716  1.6747
H  1.8326  0.5182  3.1339
H  2.0572  -0.6150  1.7806
H  -2.5011  1.8673  1.5084
H  -4.4706  0.7332  2.4517
H  -4.2854  -1.5830  3.3150
H  -2.1124  -2.7720  3.2191
H  -0.1248  -1.6505  2.2919

Gap between HOMO and LUMO (spin up / spin down)   0.0996 / 0.0817 Ha
E_LUMO (spin up / spin down)   -14.3 / -14.7 eV
Total charge   +3
2S+1   2

Mulliken atomic charge list, values in e, 6 entries:
1 Yb -0.26
2 O -0.08
3 C 0.38
4 C 0.55
5 O -0.12
6 C 0.56

***

Record 4
Formula: C28H26BrN4O7S9Yb
Source: the Open Molecules 2025 dataset
Level of theory: wB97M-V/def2-TZVPD

CARTESIAN COORDINATES (ANGSTROEM)
Yb  -0.1611  0.8587  -0.0999
O  2.0870  0.4066  -2.7030
S  2.3468  1.6933  -2.1041
O  3.7442  2.0182  -1.9842
O  1.5950  1.8922  -0.8268
C  1.6225  2.9279  -3.1735
C  2.4966  3.4721  -4.1055
C  2.0612  4.4382  -4.9979
C  0.7492  4.8763  -4.9605
C  -0.1392  4.3371  -4.0429
C  0.2799  3.3656  -3.1408
S  -1.0219  2.5981  -2.1731
O  -2.2473  3.0158  -2.7804
O  -0.6912  1.1534  -2.2755
O  -0.8897  2.9686  -0.7528
H  3.5239  3.1343  -4.1008
H  2.7529  4.8499  -5.7238
H  0.4061  5.6311  -5.6580
H  -1.1764  4.6412  -4.0237
C  -4.4301  -1.7185  2.4360
C  -3.3574  -2.7449  2.7520
N  -2.4730  -3.0513  1.6262
C  -2.8943  -4.1512  0.7668
C  -2.4322  -5.5072  1.2856
C  -1.3281  -2.3829  1.4002
S  -0.9765  -0.9846  2.3147
N  -0.4879  -3.0104  0.5371
C  0.3459  -2.4018  -0.2666
O  0.3128  -1.2070  -0.6653
C  1.4504  -3.2560  -0.8399
C  1.7051  -4.5338  -0.3513
C  2.7563  -5.2803  -0.8662
C  3.5577  -4.7554  -1.8759
C  3.3000  -3.4827  -2.3671
C  2.2468  -2.7346  -1.8528
H  -5.1687  -1.6852  3.2425
H  -4.9406  -1.9407  1.4963
H  -3.9711  -0.7349  2.3335
H  -3.8087  -3.6945  3.0540
H  -2.7362  -2.3907  3.5711
H  -2.5029  -3.9796  -0.2313
H  -3.9826  -4.1002  0.7036
H  -1.3554  -5.4815  1.4595
H  -2.6456  -6.2912  0.5537
H  -2.9282  -5.7756  2.2229
H  1.0678  -4.9237  0.4328
H  2.9525  -6.2735  -0.4794
H  4.3812  -5.3369  -2.2751
H  3.9214  -3.0627  -3.1491
H  2.0322  -1.7410  -2.2276
S  -4.5777  -0.9885  -1.4998
C  -3.2804  -0.2503  -0.7795
N  -2.3702  0.2704  -0.2684
Br  5.9274  -0.2248  0.0026
C  4.4032  0.0289  1.1122
C  4.5507  0.4708  2.4145
C  3.4117  0.5856  3.1859
C  2.1826  0.2796  2.6192
N  2.0269  -0.1152  1.3560
C  3.1442  -0.2395  0.6264
H  5.5293  0.7236  2.8023
H  3.4566  0.9370  4.2084
H  1.2792  0.3372  3.2075
H  3.0146  -0.5771  -0.3957
C  -3.6110  2.5144  1.3946
S  -2.0867  2.2477  2.3204
C  -1.5197  3.8950  2.4630
C  -0.2062  4.1842  2.3368
S  1.0918  3.1235  1.9364
S  0.1523  5.8642  2.6683
C  -1.4041  6.4326  3.0735
S  -1.7463  8.0110  3.5184
S  -2.5700  5.1957  2.9642
H  -4.0720  1.5388  1.2674
H  -3.3811  2.9252  0.4128
H  -4.2943  3.1658  1.9389

Relative energy (zero: lowest compared OMol25 entry of this formula, charge and spin)   0.0 kJ/mol
Gap between HOMO and LUMO   0.2224 Ha
E_LUMO   3.9 eV
Total charge   -2
2S+1   2

Mulliken atomic charge list, values in e, 6 entries:
1 Yb 0.51
2 O -0.69
3 S 1.74
4 O -0.71
5 O -0.23
6 C -0.39

***

Record 5
Formula: C22H26CrN10O7PSe2Te2
Source: the Open Molecules 2025 dataset
Level of theory: wB97M-V/def2-TZVPD

CARTESIAN COORDINATES (ANGSTROEM)
Cr  1.3972  0.2248  0.9078
O  -0.5158  4.1354  5.6555
C  0.0872  3.0078  5.9781
O  0.3602  2.7423  7.1217
C  0.4574  2.0366  4.8949
C  1.2145  0.9261  5.2078
N  1.3921  0.2318  4.0877
N  0.7907  0.7916  3.0382
C  0.2117  1.9016  3.5001
C  -0.4919  2.7573  2.4892
O  -0.5702  4.0072  2.7477
O  -0.7249  2.2783  1.3871
H  -0.6356  4.2140  4.6678
H  1.6170  0.6125  6.1561
H  1.9379  -0.6053  3.9610
Se  2.1613  -0.7436  -1.3083
Te  4.3037  -1.8517  -0.6405
Te  5.4041  0.4598  0.2501
Se  3.5058  1.3305  1.6711
N  1.8800  -1.4665  1.7683
C  2.0897  -2.3715  2.4818
N  2.4096  -3.2582  3.3168
C  1.7687  -4.3822  3.5814
N  1.2353  -5.3640  3.8784
C  0.0954  -5.5108  -3.3402
C  -0.9761  -4.4552  -3.3323
C  -0.6631  -3.1035  -3.3889
C  -1.6474  -2.1250  -3.3794
C  -2.9839  -2.4872  -3.2796
N  -4.0464  -1.5506  -3.2180
C  -4.0321  -0.2096  -2.9030
O  -4.8401  0.5642  -3.3741
N  -3.0554  0.2316  -2.0204
C  -2.4507  -0.4466  -0.9511
C  -2.9791  -1.5745  -0.3350
C  -2.2585  -2.1652  0.6854
C  -1.0412  -1.6328  1.0632
N  -0.5388  -0.5413  0.4807
C  -1.2371  0.0432  -0.4936
C  -3.3138  -3.8393  -3.2357
C  -2.3232  -4.8043  -3.2705
H  1.0873  -5.0619  -3.3724
H  -0.0069  -6.1676  -4.2059
H  0.0380  -6.1354  -2.4472
H  0.3748  -2.7951  -3.4362
H  -1.3629  -1.0839  -3.4424
H  -4.8869  -1.8049  -3.7108
H  -2.9528  1.2333  -2.0349
H  -3.9290  -1.9823  -0.6469
H  -2.6336  -3.0436  1.1908
H  -0.4521  -2.0832  1.8447
H  -0.8015  0.9305  -0.9323
H  -4.3548  -4.1319  -3.1575
H  -2.6033  -5.8508  -3.2304
N  -0.1783  5.0506  0.1767
C  1.2248  4.5246  0.2712
P  1.3901  3.1645  -0.9465
O  0.6824  3.6257  -2.1739
O  1.0652  1.7968  -0.4222
C  3.1765  3.0603  -1.3345
N  3.2533  1.9491  -2.3368
H  -0.7518  4.7606  1.0451
H  -0.6166  4.7026  -0.6822
H  -0.1856  6.0654  0.1385
H  1.4517  4.2059  1.2878
H  1.9102  5.3228  -0.0101
H  3.7674  2.7641  -0.4712
H  3.5515  3.9809  -1.7790
H  3.0149  1.0306  -1.8648
H  4.1774  1.8659  -2.7519
H  2.5563  2.0988  -3.0722

Gap between HOMO and LUMO (spin up / spin down)   0.2408 / 0.2531 Ha
E_LUMO (spin up / spin down)   -1.0 / -0.7 eV
2S+1   4

Mulliken atomic charge list, values in e, 6 entries:
1 Cr 0.37
2 O -0.53
3 C 0.43
4 O -0.60
5 C 0.25
6 C -0.42

***

Record 6
Formula: C11H15N
Source: the Open Molecules 2025 dataset
Level of theory: wB97M-V/def2-TZVPD

CARTESIAN COORDINATES (ANGSTROEM)
C  -1.2040  -1.6251  -0.2247
C  1.2324  -0.6356  0.0084
C  0.2815  -1.6717  -0.4149
C  2.5089  -1.0585  -0.3833
C  1.0030  -2.6021  -1.0773
C  1.0761  0.3888  0.9307
C  2.2259  1.0880  1.2930
C  3.4771  0.7875  0.7498
C  3.6493  -0.4110  0.0368
N  2.3682  -2.2161  -1.1007
H  0.1125  0.8126  1.1808
H  2.1723  1.9908  1.8872
H  4.3168  1.4482  0.9119
H  -1.7201  -1.7046  -1.1777
H  -1.6060  -0.6741  0.1309
H  0.7967  -3.5471  -1.5474
H  3.0583  -2.8696  -1.4213
H  4.6520  -0.6819  -0.2483
H  -1.4957  -2.3923  0.4862
C  -3.2811  1.4142  0.5110
C  -3.4077  2.5171  -0.5090
H  -2.3119  0.9972  0.7719
H  -3.7537  1.5966  1.4814
H  -3.8540  0.5638  0.1303
H  -4.3497  2.4758  -1.0402
H  -2.6695  2.5121  -1.3200
H  -3.2776  3.4971  -0.0455

Relative energy (zero: lowest compared OMol25 entry of this formula, charge and spin)   76.6 kJ/mol
Gap between HOMO and LUMO   0.3213 Ha
E_LUMO   1.0 eV
Structure (SMILES)   Cc1c[nH]c2ccccc12.CC

Mulliken atomic charge list, values in e, 6 entries:
1 C -0.52
2 C 1.24
3 C 0.52
4 C -0.24
5 C -0.86
6 C -0.38

***

Record 7
Formula: C51H36N4O4S5Zr
Source: the Open Molecules 2025 dataset
Level of theory: wB97M-V/def2-TZVPD

CARTESIAN COORDINATES (ANGSTROEM)
Zr  -19.5106  -13.9301  7.0116
C  -28.3648  -11.8089  12.1299
O  -27.9642  -12.8965  11.3302
C  -26.7247  -12.9583  10.8403
C  -26.5682  -13.6799  9.6322
C  -25.3410  -13.6578  9.0336
C  -24.1896  -13.1389  9.6601
C  -24.3277  -12.6092  10.9564
C  -25.5981  -12.4927  11.5338
C  -22.8620  -13.3469  8.9795
C  -21.8011  -13.9236  9.6587
C  -21.6822  -14.1209  11.0926
C  -20.3732  -14.4800  11.3175
C  -19.6845  -14.6365  10.0818
N  -20.6164  -14.3348  9.0586
C  -18.3895  -15.1711  9.6575
C  -18.4286  -16.2028  8.6275
C  -17.8966  -17.5052  8.6285
C  -18.0609  -18.0567  7.3557
C  -18.6922  -17.0927  6.5319
C  -19.0278  -17.2093  5.1622
C  -19.0345  -18.5316  4.4701
C  -20.0495  -18.8639  3.5207
C  -20.0715  -20.1037  2.9133
C  -19.0753  -21.0535  3.2456
O  -19.1559  -22.3294  2.8294
C  -20.3736  -22.8889  2.3186
C  -18.0171  -20.7172  4.1174
C  -18.0006  -19.4620  4.6727
C  -19.4944  -16.0337  4.4878
N  -19.8368  -14.8183  5.1180
C  -20.3516  -13.9816  4.1687
C  -20.9064  -12.6810  4.4821
C  -20.7114  -11.5482  3.5803
C  -21.1840  -10.2451  3.9239
C  -21.3037  -9.2797  2.9616
C  -20.7408  -9.4517  1.6778
O  -20.8924  -8.4293  0.7866
C  -20.1141  -8.4280  -0.4276
C  -20.1086  -10.6715  1.3858
C  -19.9826  -11.6257  2.3806
C  -21.7348  -12.5746  5.6204
C  -22.9788  -11.8846  5.6795
C  -23.5649  -12.1462  6.9065
C  -22.6441  -12.9581  7.6491
N  -21.5117  -13.2172  6.8487
C  -20.3571  -14.6221  2.8966
C  -19.7483  -15.8757  3.0823
N  -18.9402  -15.9533  7.3395
C  -17.1567  -14.4909  9.9579
C  -16.9855  -13.8884  11.2114
C  -16.1502  -12.7932  11.4296
C  -15.5517  -11.8575  10.4916
O  -14.8109  -10.9339  11.1816
C  -13.9699  -10.0597  10.4134
C  -15.7249  -11.8193  9.0924
C  -16.1512  -14.3056  8.8947
H  -29.4642  -11.9691  12.2890
H  -28.2011  -10.8333  11.6415
H  -27.8380  -11.8474  13.0966
H  -27.4210  -14.1392  9.1443
H  -25.2200  -14.0950  8.0466
H  -23.5045  -12.2179  11.5458
H  -25.6627  -12.0699  12.5245
H  -22.4483  -14.0531  11.8599
H  -19.9872  -14.6280  12.3350
H  -17.4777  -17.9730  9.5213
H  -17.8490  -19.0996  7.0353
H  -20.7853  -18.1079  3.2614
H  -20.9161  -20.3550  2.2605
H  -20.1404  -23.9264  2.0455
H  -20.7632  -22.3917  1.4032
H  -21.1437  -22.8949  3.1084
H  -17.2426  -21.4568  4.3172
H  -17.1236  -19.1204  5.2527
H  -21.5074  -10.0315  4.9270
H  -21.7953  -8.3532  3.1932
H  -20.2826  -7.4217  -0.8654
H  -20.5000  -9.1966  -1.1031
H  -19.0111  -8.5102  -0.3009
H  -19.6946  -10.8146  0.3955
H  -19.3391  -12.4807  2.2112
H  -23.3839  -11.3061  4.8410
H  -24.5403  -11.8137  7.2531
H  -20.7536  -14.2476  1.9218
H  -19.5147  -16.5996  2.2699
H  -17.5156  -14.3209  12.0531
H  -15.9819  -12.4868  12.4431
H  -13.2102  -10.6313  9.8424
H  -13.4875  -9.4037  11.1557
H  -14.5624  -9.4157  9.7561
H  -15.2619  -10.9879  8.5829
H  -16.2909  -14.9856  8.0439
S  -11.9631  -14.0677  8.1123
C  -13.6031  -13.8743  8.0646
S  -14.4556  -14.6998  9.3884
C  -16.4124  -12.8473  8.2990
C  -15.9538  -12.9308  6.8813
S  -16.9872  -13.3213  5.6123
S  -14.2297  -12.9704  6.6520
S  -18.1701  -12.2165  8.4192

Gap between HOMO and LUMO (spin up / spin down)   0.1531 / 0.1532 Ha
E_LUMO (spin up / spin down)   -1.7 / -1.7 eV

Mulliken atomic charge list, values in e, 6 entries:
1 Zr 0.80
2 C -0.77
3 O -0.44
4 C 0.92
5 C -0.78
6 C -0.39

***

Record 8
Formula: C17H17Br4N4O2Tl
Source: the Open Molecules 2025 dataset
Level of theory: wB97M-V/def2-TZVPD

CARTESIAN COORDINATES (ANGSTROEM)
Tl  -2.2173  -0.0062  1.3124
C  -2.1336  1.9931  3.6156
C  -1.5585  2.7236  2.5484
C  -2.6067  3.1705  1.7094
C  -3.8253  2.7201  2.2567
C  -3.5342  1.9914  3.4312
H  -1.5974  1.5689  4.4549
H  -0.5100  2.9762  2.4452
H  -2.4921  3.7732  0.8162
H  -4.8106  2.8901  1.8408
H  -4.2591  1.5267  4.0870
Br  3.4789  -4.9218  2.0606
C  1.8796  -4.0960  1.4421
C  1.3134  -4.4752  0.2399
Br  2.1252  -5.8174  -0.8389
C  0.1298  -3.8312  -0.1871
Br  -0.6973  -4.3062  -1.8440
C  -0.5323  -2.8213  0.5434
O  -1.6018  -2.2370  0.1593
C  0.0952  -2.3881  1.7975
O  -0.4231  -1.4221  2.4545
C  1.2650  -3.0679  2.1932
Br  2.0140  -2.4861  3.8490
C  1.2038  0.1184  -0.2953
N  2.2311  0.1889  -1.3536
C  1.7343  -0.5639  -2.5155
N  0.4686  -0.0218  -3.0282
C  -0.5217  -0.0944  -1.9355
N  -0.0780  0.6688  -0.7567
C  0.1260  2.0591  -1.1544
N  1.1313  2.1909  -2.2312
C  2.3838  1.5897  -1.7457
C  0.6719  1.3849  -3.3712
H  1.5430  0.6882  0.5719
H  1.0650  -0.9199  0.0065
H  1.5806  -1.6051  -2.2255
H  2.4853  -0.5224  -3.3102
H  -0.7016  -1.1294  -1.6470
H  -1.4675  0.3294  -2.2854
H  0.4609  2.6313  -0.2868
H  -0.8230  2.4754  -1.4996
H  2.7337  2.1607  -0.8828
H  3.1323  1.6570  -2.5401
H  1.4127  1.4586  -4.1732
H  -0.2745  1.7980  -3.7278

Relative energy (zero: lowest compared OMol25 entry of this formula, charge and spin)   0.0 kJ/mol
Gap between HOMO and LUMO   0.1948 Ha
E_LUMO   4.3 eV
Total charge   -2

Mulliken atomic charge list, values in e, 6 entries:
1 Tl 0.69
2 C -0.72
3 C -0.54
4 C -0.47
5 C -0.56
6 C -0.47

***

Record order is preserved below.
E: -1548.08362, -586.72079, -2341.83635, -9145.07598, -8653.19306, -482.88599, -4522.92606, -11496.08106 Ha